C41H57F9GeN2O5PS3Ti | the ωB97M-V functional and the def2-TZVPD basis

Structure (XYZ):
```
120
Properties=species:S:1:pos:R:3:forces:R:3
Ti -0.621496 0.350669 1.251243 0.299 0.575 -1.461
C -2.771252 3.316101 1.134684 0.000 -0.003 0.037
C -3.366633 2.095532 1.795083 0.095 0.058 -0.008
C -4.348919 1.364755 0.904425 -0.060 -0.094 -0.046
C -4.003546 2.434763 3.135366 0.032 0.010 -0.016
O -2.238761 1.151370 2.048223 0.103 -0.194 0.339
Ge -2.006070 0.395601 3.797390 -0.183 0.051 0.386
O 0.598855 1.456081 1.763878 0.349 -0.116 0.365
C 1.558667 2.379188 2.368653 -0.152 -0.092 -0.157
C 1.873614 1.852012 3.756612 -0.016 -0.087 0.027
C 2.792223 2.400675 1.485612 0.056 -0.003 -0.042
C 0.878061 3.733002 2.424026 -0.076 0.054 -0.032
O -2.710207 -1.105106 3.151129 -0.161 -0.356 0.060
C -3.154881 -2.203602 4.028565 0.046 0.131 -0.005
C -1.983635 -2.687240 4.869819 0.061 0.005 -0.014
C -3.668298 -3.304149 3.120780 -0.063 0.040 -0.075
C -4.277179 -1.668054 4.904468 -0.041 0.043 0.038
H -3.571021 3.972142 0.789638 0.011 0.023 0.007
H -2.154354 3.881148 1.835031 0.003 -0.017 -0.016
H -2.159919 3.050388 0.269089 -0.063 -0.015 0.028
H -5.196693 2.013811 0.684845 -0.022 -0.002 -0.003
H -3.888254 1.086936 -0.046444 -0.002 0.033 0.019
H -4.734092 0.471453 1.403470 0.014 0.008 -0.019
H -4.835810 3.121036 2.978997 -0.007 0.000 -0.013
H -4.421805 1.545918 3.623037 -0.014 -0.004 0.005
H -3.297830 2.934406 3.803866 -0.008 -0.015 -0.021
H 2.193043 0.808584 3.709309 0.026 0.027 -0.009
H 2.684067 2.433649 4.194637 -0.003 0.019 0.023
H 1.007259 1.927712 4.416115 -0.009 -0.012 -0.013
H 3.330686 1.452326 1.526795 -0.032 0.045 0.004
H 2.517030 2.605236 0.450474 -0.016 0.037 -0.005
H 3.464576 3.185722 1.831731 0.030 -0.006 -0.014
H -0.008086 3.693262 3.060315 0.015 -0.009 0.011
H 1.562610 4.470647 2.841592 -0.008 0.033 -0.005
H 0.570926 4.055352 1.426756 0.041 -0.015 0.018
H -2.281497 -3.539569 5.479809 -0.008 -0.014 -0.005
H -1.624762 -1.912478 5.552174 -0.013 0.020 -0.002
H -1.155278 -2.999101 4.231100 -0.013 -0.004 0.004
H -4.460714 -2.926104 2.470553 0.026 -0.013 0.022
H -2.864745 -3.716648 2.512404 0.055 -0.037 -0.029
H -4.082469 -4.118994 3.713963 -0.004 0.001 0.008
H -3.921516 -0.862355 5.555042 0.006 -0.014 0.001
H -5.097222 -1.289742 4.292088 0.007 -0.008 0.003
H -4.667992 -2.454438 5.549727 -0.010 -0.004 -0.003
C 0.860664 -3.982630 2.417456 -0.109 0.040 -0.097
O -0.345544 -3.730068 1.629183 0.338 -0.401 0.064
C -0.568985 -2.528272 1.221489 0.021 0.323 0.367
O 0.064916 -1.519587 1.621345 -0.184 -0.240 0.272
N -1.567457 -2.410224 0.347030 -0.385 -0.143 0.023
N -2.058063 -1.115590 0.149056 -0.211 0.110 -0.008
H 1.716001 -3.990247 1.746513 0.022 0.006 0.017
H 0.700343 -4.957023 2.863035 0.012 -0.006 -0.011
H 0.976682 -3.213024 3.173940 -0.003 0.005 0.017
H -2.139565 -3.214688 0.119421 0.068 0.020 -0.053
H -2.916626 -1.005663 0.693346 -0.031 0.043 -0.057
H -2.258364 -0.957878 -0.838738 0.111 -0.006 -0.023
C -2.779804 4.478994 -2.875611 0.023 -0.225 -0.024
C -3.371744 3.064258 -2.717015 0.143 0.204 -0.007
S -2.298424 1.680790 -2.233586 -0.148 0.043 0.165
C -0.956822 1.715189 -3.428230 0.145 -0.163 -0.014
C 0.106772 2.794952 -3.260748 -0.068 -0.030 -0.074
S 0.514220 3.067098 -1.527373 0.343 -0.205 0.115
C 0.910324 4.810402 -1.619498 -0.743 0.419 0.019
C -0.300258 5.703987 -2.059601 0.288 -0.247 0.109
S -1.957074 5.251052 -1.441623 0.227 -0.009 -0.105
H -3.615428 5.128788 -3.135017 -0.038 -0.007 -0.032
H -2.100860 4.508139 -3.725395 0.010 0.018 0.009
H -3.839805 2.788856 -3.663870 -0.030 0.059 -0.004
H -4.163188 3.062130 -1.966166 0.012 0.017 0.048
H -1.363709 1.722986 -4.439707 0.013 -0.004 -0.031
H -0.473782 0.748599 -3.278131 -0.004 -0.070 -0.097
H -0.219394 3.741855 -3.684388 -0.009 -0.081 0.013
H 0.997587 2.483553 -3.807968 0.052 -0.003 -0.024
H 1.756574 4.963430 -2.288599 -0.026 0.105 -0.058
H 1.240937 5.084397 -0.617624 -0.039 0.048 0.021
H -0.354119 5.771028 -3.145004 -0.011 0.009 -0.009
H -0.130837 6.719311 -1.705308 0.056 0.027 -0.004
F 7.011594 -2.022606 2.385752 0.008 0.015 0.005
C 6.305934 -3.037782 1.868585 -0.019 0.006 -0.005
F 7.128527 -3.779548 1.126048 0.007 0.000 -0.012
F 5.887311 -3.795316 2.899485 -0.013 -0.004 0.004
C 5.125039 -2.527395 1.078374 -0.005 -0.013 0.019
C 4.206928 -1.710590 1.721117 0.041 -0.013 0.026
C 3.098530 -1.248694 1.030002 -0.102 -0.018 0.004
C 2.896059 -1.596386 -0.303469 -0.018 0.098 -0.029
C 3.846125 -2.393742 -0.943158 -0.027 0.046 -0.047
C 4.953264 -2.866608 -0.255255 -0.029 0.008 -0.023
P 1.439174 -0.929275 -1.206231 0.217 0.031 0.131
C 0.616934 -2.441450 -1.838639 -0.022 -0.008 0.072
C 0.902530 -3.699702 -1.311700 0.092 -0.080 0.017
C 0.091617 -4.790605 -1.586693 -0.018 0.020 -0.034
C -1.020670 -4.636792 -2.401171 0.039 -0.032 0.019
C -1.290632 -3.407201 -2.984408 -0.023 0.022 -0.007
C -0.477013 -2.321378 -2.700215 -0.054 0.073 -0.011
C -1.942289 -5.814398 -2.594976 0.074 -0.003 -0.012
F -2.882215 -5.576139 -3.510810 -0.022 0.012 -0.035
F -2.573008 -6.088470 -1.430363 -0.039 -0.006 0.036
F -1.274112 -6.913826 -2.951350 -0.016 0.023 0.017
C 2.279281 -0.197564 -2.655660 -0.071 -0.003 -0.006
C 3.132701 0.874618 -2.393553 -0.036 0.015 -0.050
C 3.792534 1.512612 -3.428278 -0.009 0.014 0.011
C 3.587607 1.091002 -4.736176 0.061 0.063 -0.003
C 2.762367 0.013323 -5.007751 -0.030 -0.046 0.017
C 2.115171 -0.637299 -3.964645 -0.054 0.019 -0.057
C 4.226922 1.846596 -5.875655 0.067 -0.089 0.053
F 5.353140 2.460112 -5.492858 -0.015 -0.001 -0.012
F 4.520948 1.041552 -6.902190 -0.009 0.005 0.009
F 3.389309 2.794159 -6.335344 -0.051 0.064 -0.020
H 4.365028 -1.433541 2.756364 -0.003 -0.003 -0.006
H 2.385449 -0.609702 1.534213 0.016 -0.024 0.001
H 3.725442 -2.646753 -1.990132 -0.001 -0.001 -0.008
H 5.683567 -3.488979 -0.753242 -0.006 0.000 -0.012
H 1.764101 -3.839393 -0.668909 -0.069 0.018 -0.048
H 0.321769 -5.760158 -1.162669 -0.004 -0.001 -0.003
H -2.134094 -3.296845 -3.652730 0.001 -0.006 -0.005
H -0.715766 -1.371539 -3.165999 0.008 0.046 0.068
H 3.285869 1.211433 -1.375888 -0.003 0.014 0.018
H 4.462099 2.337538 -3.224173 -0.007 -0.007 -0.004
H 2.633823 -0.327053 -6.026674 -0.004 -0.004 0.009
H 1.491208 -1.493024 -4.187663 0.012 0.013 -0.005
```
Forces are in eV/Å.

Output
Multiplicity ... 2
Lowest unoccupied orbital energy (spin up / spin down) ... -5.9 / -6.6 eV
Energy ... -7443.03723 a.u.
HOMO (spin up / spin down) ... -12.65 / -12.65 eV
Total charge ... +2
ΔE to the lowest compared entry with this formula, charge and spin ... 12.3 kcal/mol
⟨S²⟩ ... 0.7547